A cluster of 2 separate species, C35H26F4NO2S in total at a distorted geometry, computed with wB97M-V/def2-TZVPD.

XYZ file:
```
69
Properties=species:S:1:pos:R:3:lowdin_charge:R:1
F -4.23927 1.82203 -3.51902 0.104
C -4.00490 0.49033 -3.50557 -0.212
C -5.05787 -0.40335 -3.52728 0.139
C -4.82107 -1.76506 -3.49944 -0.214
F -5.86153 -2.62777 -3.52409 0.104
C -3.52958 -2.23385 -3.45160 0.090
C -2.42456 -1.35689 -3.43240 -0.155
C -1.12523 -1.92312 -3.39514 0.171
C 0.17010 -1.34749 -3.43457 -0.151
C 1.28171 -2.21609 -3.45318 0.097
C 2.56942 -1.73755 -3.51306 -0.211
F 3.61518 -2.59101 -3.58674 0.107
C 2.79541 -0.37424 -3.53912 0.127
C 1.73617 0.51161 -3.51388 -0.218
F 1.96193 1.84468 -3.52763 0.101
C 0.45021 0.03333 -3.46746 0.089
C -2.71534 0.02159 -3.46023 0.088
H -6.06661 -0.03736 -3.56264 0.152
H -3.38130 -3.29872 -3.44152 0.141
H -1.12152 -2.99969 -3.34261 0.138
H 1.14267 -3.28228 -3.43281 0.143
H 3.80088 -0.00170 -3.59279 0.150
H -0.31834 0.77052 -3.44571 0.104
H -1.95260 0.76467 -3.43185 0.104
C 6.83368 2.98572 0.61816 -0.040
C 5.72076 2.03866 0.90448 -0.263
C 5.44153 1.66876 2.21142 -0.013
C 4.41211 0.78979 2.48880 -0.051
C 3.65185 0.27554 1.46365 -0.300
S 2.32455 -0.88484 1.84402 0.826
N 0.88979 0.06322 1.70344 -0.191
C 0.92997 1.28350 2.49066 -0.149
C -0.29046 2.13356 2.29066 -0.220
C -1.20483 2.33338 3.31299 -0.029
C -2.33126 3.10092 3.10475 -0.074
C -2.56127 3.66856 1.86996 -0.086
C -1.66384 3.46602 0.84321 -0.084
C -0.53690 2.69896 1.05187 -0.043
C -0.19209 -0.73453 1.80213 -0.079
C -1.20102 -1.42581 1.94916 0.067
C -2.35761 -2.18559 2.17943 -0.259
C -2.29731 -3.57020 2.32012 -0.033
C -3.43764 -4.29723 2.58770 -0.080
C -4.65299 -3.65461 2.71600 -0.089
C -4.72910 -2.28364 2.57356 -0.083
C -3.59150 -1.55430 2.30631 -0.040
O 2.32878 -1.88728 0.71863 -0.331
O 2.49385 -1.25440 3.29650 -0.310
C 3.91535 0.62890 0.16028 -0.058
C 4.94693 1.50556 -0.11825 -0.024
H 6.93929 3.17060 -0.44904 0.078
H 6.66524 3.94677 1.10117 0.091
H 7.78584 2.59890 0.97818 0.091
H 6.04516 2.07296 3.00626 0.124
H 4.20457 0.47604 3.50044 0.119
H 1.03369 1.00074 3.54522 0.133
H 1.82967 1.84369 2.21328 0.126
H -1.02175 1.88518 4.27430 0.117
H -3.02868 3.26283 3.90944 0.108
H -3.43843 4.27371 1.70965 0.105
H -1.84065 3.91159 -0.12118 0.100
H 0.16773 2.52912 0.25546 0.110
H -1.34310 -4.06213 2.23149 0.117
H -3.38101 -5.36749 2.70692 0.106
H -5.54384 -4.22223 2.93023 0.104
H -5.67664 -1.78075 2.68092 0.105
H -3.63561 -0.48291 2.20681 0.110
H 3.32781 0.19273 -0.63268 0.095
H 5.16542 1.77942 -1.13616 0.109
```

Values from the calculation:
HOMO energy: -10.107 eV
Electronic energy: -63996.3991 eV
Strongest force on any atom: 4.2 eV Å⁻¹
Orbital gap: 3.5192 eV
Energy above the lowest of the compared OMol25 structures with the same formula, charge and spin: 0.00 kJ/mol
Total charge: +1